16
Properties=species:S:1:pos:R:3:nbo_charge:R:1 method="wB97M-V/def2-TZVPD" spin_multiplicity=3 max_force_ev_per_a=7.4 orbital_gap_ev="6.4 / 6.6" total_energy_ev=-40097.6864
H -0.7778 0.6990 -1.3808 0.232
C 1.1883 -0.1562 -1.2779 -0.756
Cl 3.9046 -1.4174 -0.1611 -0.250
P 2.3191 -0.2721 0.1607 1.319
C 0.1962 -0.3067 1.7397 -0.270
H -0.0315 0.6685 2.1503 0.243
C -0.6392 -0.3222 0.5126 -0.423
H 0.2578 1.4529 -0.1082 0.209
C -0.0850 0.4834 -0.6371 -0.409
H 1.9312 0.3809 -2.0359 0.299
N 1.6067 -0.4563 1.4686 -0.668
Cl 3.3165 1.8726 -0.2318 -0.407
H 0.9051 -1.1979 -1.4851 0.227
H -1.6339 0.1034 0.7865 0.230
H -0.8537 -1.3192 0.0710 0.203
H -0.1558 -1.1567 2.4850 0.220